i:
{"formula": "C3H11N3", "method": "the ωB97M-V functional and the def2-TZVPD basis", "mol_weight_g_mol": 89.142, "homo_ev": -8.108, "gap_ha": 0.32551, "lumo_ha": 0.0276, "symbols": ["N", "N", "C", "H", "H", "H", "H", "H", "C", "H", "N", "H", "H", "C", "H", "H", "H"], "positions_angstrom": [[-0.5052, 1.4832, -0.3095], [-2.2636, -0.3422, -0.6298], [-0.9442, -1.0550, -0.0084], [1.2512, -1.0584, 1.1365], [-2.9272, -0.2371, 0.2087], [1.6688, 0.5373, 1.1792], [-0.8148, 2.4290, 0.3294], [2.8577, -0.0690, -0.7244], [-0.1434, 0.3013, 0.5390], [0.5463, 1.5852, -0.8618], [1.9750, -0.2216, -0.7525], [-0.4982, 0.5303, 1.6277], [1.8910, -0.9983, -1.6125], [1.3154, -0.1489, 0.4728], [-1.4610, -1.7375, 1.1585], [-0.1236, -1.7001, -0.7223], [-1.8242, 0.7019, -1.0306]]}

***

ii:
{"formula": "C3H11N3", "method": "the ωB97M-V functional and the def2-TZVPD basis", "mol_weight_g_mol": 89.142, "homo_ev": -7.603, "gap_ha": 0.32187, "smiles": "CN[C@H](C)NN", "lumo_ha": 0.0425, "symbols": ["H", "H", "H", "N", "C", "C", "H", "H", "H", "H", "H", "H", "H", "H", "N", "N", "C"], "positions_angstrom": [[0.5478, -2.1383, 0.1354], [1.7545, -0.0542, 0.5123], [0.0582, -1.0216, -1.9747], [-0.9503, 0.7218, 0.6357], [1.4285, 0.4868, -0.3802], [-0.4758, -1.9493, -0.2021], [1.7742, 1.5230, -0.2911], [-0.8222, -2.8618, -0.6969], [-1.8977, 0.9192, 0.3043], [-1.1993, 2.1137, 2.0887], [1.9705, 0.0498, -1.2261], [-1.1203, -1.8515, 0.6778], [0.3577, 1.4552, 1.9978], [-0.3243, 1.2112, -1.3335], [-0.4555, 1.7785, 1.4676], [-0.5604, -0.8199, -1.1216], [-0.0856, 0.4374, -0.5934]]}

***

iii:
{"formula": "C3H11N3", "method": "the ωB97M-V functional and the def2-TZVPD basis", "mol_weight_g_mol": 89.142, "homo_ev": -8.579, "gap_ha": 0.34753, "smiles": "[H]/N=C/N.CNC", "lumo_ha": 0.0323, "symbols": ["H", "H", "H", "H", "H", "H", "C", "H", "H", "H", "C", "H", "N", "N", "N", "C", "H"], "positions_angstrom": [[1.1530, -2.1202, -2.8259], [-1.5690, -1.1976, 0.3528], [-0.0897, 1.3112, 2.6783], [-0.1660, -1.3497, -2.2765], [-0.0310, 1.7398, 1.0923], [-0.8471, -1.2781, 2.0313], [1.5735, -0.4023, -1.8199], [-0.0742, -0.4196, 0.7341], [1.1177, 0.4121, -1.3455], [2.8347, 0.4951, -2.8708], [-0.8141, 1.6143, 1.8317], [-2.5249, 0.4221, 2.1517], [-1.8306, 0.6674, 1.4164], [0.7977, -1.6055, -2.0548], [2.7901, -0.2707, -2.2333], [-1.0906, -0.5895, 1.1342], [-1.2295, 2.5712, 2.0039]]}

***

Energetically preferred structure: ii | next structure: +77.7 kJ/mol

***

i:
{"formula": "C3H11N3", "method": "the ωB97M-V functional and the def2-TZVPD basis", "mol_weight_g_mol": 89.142, "homo_ev": -8.875, "gap_ha": 0.35968, "smiles": "C=NC.NCN", "lumo_ha": 0.0335, "symbols": ["H", "H", "H", "H", "N", "H", "H", "H", "C", "N", "H", "H", "C", "H", "N", "C", "H"], "positions_angstrom": [[1.7062, -3.3147, -0.3462], [0.7617, -1.0625, -1.8612], [0.9212, -0.9683, 1.0604], [0.3291, 2.4925, -0.6010], [0.6834, -0.5993, -0.9715], [0.8468, -3.1008, 1.0743], [2.3586, -1.1781, 0.1978], [-0.4164, 2.8211, 1.0045], [-0.2218, 2.0711, 0.2450], [-1.3275, 1.4317, -0.5057], [-2.4501, 1.2795, 1.1701], [0.5392, 1.3370, 0.5308], [1.2758, -1.3364, 0.0964], [-0.2379, -0.2383, -0.7627], [0.9830, -2.7889, 0.1237], [-2.4518, 1.4623, 0.0922], [-3.2994, 1.6923, -0.5468]]}

***

ii:
{"formula": "C3H11N3", "method": "the ωB97M-V functional and the def2-TZVPD basis", "mol_weight_g_mol": 89.142, "homo_ev": -9.194, "gap_ha": 0.37315, "smiles": "[H]/N=C/N.CCN", "lumo_ha": 0.0353, "symbols": ["C", "H", "C", "H", "C", "H", "H", "H", "H", "H", "H", "N", "N", "N", "H", "H", "H"], "positions_angstrom": [[1.9648, -0.9855, 0.5611], [2.9290, 0.7543, 0.4242], [-1.0922, 0.7175, -0.5690], [-0.3899, 1.3424, -0.0278], [-1.5699, -0.3601, 0.3121], [-2.0071, -1.1849, -0.2001], [-0.5807, 0.2994, -1.4858], [-0.7547, -0.8696, 0.9176], [-2.2318, 0.1021, 1.0762], [3.0179, -2.5606, 0.1182], [1.4859, -1.3927, 1.3914], [-2.2364, 1.5349, -1.1328], [2.7957, -1.5764, -0.1391], [2.0410, 0.3966, 0.7828], [1.6912, 0.9878, 1.5461], [-2.0492, 1.9117, -2.0714], [-3.0135, 0.8830, -1.5038]]}

***

Energetically preferred structure: ii | next structure: +82.3 kJ/mol

***

i:
{"formula": "C3H11N3", "method": "the ωB97M-V functional and the def2-TZVPD basis", "mol_weight_g_mol": 89.142, "homo_ev": -9.018, "gap_ha": 0.36382, "smiles": "C=NC.NCN", "lumo_ha": 0.0324, "symbols": ["H", "H", "H", "C", "N", "H", "H", "C", "H", "H", "N", "H", "H", "C", "N", "H", "H"], "positions_angstrom": [[1.2909, -1.2446, 1.6654], [1.9056, -2.9536, -0.2565], [-0.1313, -1.4307, -0.2093], [-0.7596, 2.3656, 0.1798], [1.5125, -0.6086, 0.8970], [0.8353, 0.1107, 1.1665], [-2.9573, -0.0851, 0.3551], [0.9231, -1.1422, -0.3418], [0.9013, -0.3135, -1.0511], [-2.8065, 1.3612, -0.8799], [1.6500, -2.2488, -0.9338], [-0.2367, 2.4684, -0.7775], [-1.5793, 3.0721, 0.2854], [-2.4213, 0.7426, -0.0703], [-1.2153, 0.9752, 0.2716], [-0.0222, 2.5740, 0.9525], [2.4414, -1.8990, -1.4512]]}

***

ii:
{"formula": "C3H11N3", "method": "the ωB97M-V functional and the def2-TZVPD basis", "mol_weight_g_mol": 89.142, "homo_ev": -8.617, "gap_ha": 0.34257, "smiles": "[H]/N=C/N.CCN", "lumo_ha": 0.0259, "symbols": ["H", "H", "N", "H", "H", "C", "H", "H", "C", "H", "N", "H", "H", "N", "C", "H", "H"], "positions_angstrom": [[1.1746, -2.4796, -0.3587], [-3.6416, 2.5747, -1.4396], [-4.2457, 2.2151, 0.8345], [2.9058, -1.8619, 1.2812], [-3.4888, 0.3127, 0.4728], [-3.8229, 1.3244, 0.0494], [-5.1098, 1.7962, 1.1648], [4.5510, -0.3648, 0.0461], [3.4470, -0.1917, 0.1693], [3.0492, 0.3720, 1.0655], [1.4048, -1.4927, -0.1760], [-2.7017, 0.8660, -1.6171], [3.2629, -2.4211, -0.3931], [-3.4523, 1.5628, -1.2377], [2.8322, -1.6381, 0.2590], [0.6425, -1.1141, 0.4287], [3.1928, 0.5402, -0.5489]]}

***

iii:
{"formula": "C3H11N3", "method": "the ωB97M-V functional and the def2-TZVPD basis", "mol_weight_g_mol": 89.142, "homo_ev": -9.461, "gap_ha": 0.37874, "smiles": "[H]/N=C/N.CCN", "lumo_ha": 0.0310, "symbols": ["C", "N", "H", "H", "H", "H", "H", "N", "H", "H", "H", "H", "H", "C", "H", "C", "N"], "positions_angstrom": [[0.4834, -2.6550, 1.3849], [-1.3487, 0.8222, -0.5058], [1.6969, -1.2620, 0.5197], [-1.2975, 2.9364, -0.9080], [-0.8210, 0.4462, 0.2787], [-0.1090, -2.9140, 0.5016], [-0.3644, 1.3542, -2.6773], [1.1169, -1.4462, 1.3285], [1.0788, 1.2735, -1.6282], [-0.4772, -3.9615, 2.3028], [1.6526, -1.1697, 2.1437], [-2.2818, 0.9148, -0.1185], [0.6130, 2.8202, -2.4072], [0.2514, 1.8907, -1.9691], [0.0346, 2.2941, 0.1054], [-0.6221, 2.1031, -0.7338], [0.3942, -3.4471, 2.3823]]}

***

Energetically preferred structure: iii | next structure: +91.9 kJ/mol

***

i:
{"formula": "C9H14S", "method": "the ωB97M-V functional and the def2-TZVPD basis", "mol_weight_g_mol": 154.278, "homo_ev": [-11.739, -11.413], "spin_multiplicity": 2, "gap_ha": [0.28439, 0.08980], "charge": 1, "lumo_ha": [-0.1470, -0.3296], "s_squared": 0.7536, "symbols": ["H", "C", "H", "H", "C", "H", "C", "H", "H", "C", "S", "H", "H", "C", "H", "C", "C", "C", "H", "H", "H", "C", "H", "H"], "positions_angstrom": [[-2.1608, 4.1974, -0.0859], [-0.0522, 3.1203, -0.1151], [1.3993, -2.6220, -1.4507], [2.3179, -2.5432, 0.9861], [1.3333, -2.8245, 1.1595], [2.2536, 3.2376, -0.1824], [0.4224, -2.0069, 0.3214], [1.1357, -3.9637, 1.0555], [-0.0318, 3.1945, -1.2373], [1.3935, 2.9579, 0.4317], [-0.8828, 4.6016, 0.3329], [1.8005, 3.2929, 1.4721], [-1.0475, -1.6083, 1.9830], [-1.6870, -1.0552, -1.3285], [-2.5106, -0.5012, 0.5066], [-0.5379, -1.5309, -1.9795], [0.5088, -2.1541, -1.1606], [-0.7858, -1.5395, 0.9316], [1.3906, 1.8467, 0.7813], [-2.7241, -0.8900, -1.7738], [1.2307, -2.5406, 2.1769], [-1.7089, -1.0330, 0.0105], [-0.6539, 2.2590, 0.2210], [-0.4030, -1.8946, -3.0566]]}

***

ii:
{"formula": "C9H14S", "method": "the ωB97M-V functional and the def2-TZVPD basis", "mol_weight_g_mol": 154.278, "homo_ev": [-11.056, -11.035], "spin_multiplicity": 2, "gap_ha": [0.25507, 0.06444], "charge": 1, "lumo_ha": [-0.1512, -0.3411], "s_squared": 0.7533, "symbols": ["C", "H", "H", "H", "H", "H", "H", "H", "H", "C", "C", "H", "H", "S", "C", "H", "C", "H", "C", "H", "H", "C", "C", "C"], "positions_angstrom": [[1.2578, -0.9033, 2.2688], [-1.9665, 1.1049, -1.4070], [-0.9632, 1.5822, -3.9907], [3.1300, -2.1838, 0.5671], [-0.3312, 1.0048, -1.0337], [3.2685, -2.6989, 2.2874], [-1.8760, -0.1157, 1.3295], [2.1487, -0.5304, 2.7539], [0.1123, 3.9264, -1.8122], [-0.5996, 1.8943, -3.0182], [2.6869, -2.7834, 1.3685], [0.1482, 0.9230, 2.4434], [-1.8896, -2.5614, 0.8389], [-0.9986, 3.6246, -2.5023], [-1.0053, -2.0739, 1.2218], [0.1261, -3.8606, 0.9983], [-1.0071, 0.9435, -1.8977], [2.5666, -3.7897, 0.9782], [1.3390, -2.2162, 1.6712], [0.4842, 1.8290, -3.0751], [-0.9283, -0.0935, -2.2463], [0.1350, -2.8273, 1.3166], [0.1106, -0.1092, 2.1293], [-1.0220, -0.7091, 1.6361]]}

***

Energetically preferred structure: ii | next structure: +151.2 kJ/mol